C4H8NO2 | ωB97M-V with the def2-TZVPD basis set

The structure (SMILES) is [NH3+][C@H](C=O)CC=O. For the orbital gap, the calculation gives 10.61 eV. As for the total charge: +1. As for the highest occupied orbital energy: -14.44 eV. The calculation puts the energy at -9854.9188 eV. The energy relative to the best compared isomer or geometry (same formula, charge and spin) comes out at 1.4119 eV.

```
15
Properties=species:S:1:pos:R:3:nbo_charge:R:1
N -0.6966 0.5242 1.5455 -0.691
C 0.1901 -0.0573 0.4666 -0.160
C 1.1199 1.1017 0.1212 0.424
O 0.9503 2.1892 0.5871 -0.488
C -0.6377 -0.5240 -0.7627 -0.538
C 0.3605 -1.2691 -1.6543 0.434
O 1.4845 -1.5539 -1.3582 -0.486
H -0.6218 0.2134 2.5188 0.458
H -0.5700 1.5504 1.4867 0.464
H -1.6850 0.3973 1.2897 0.440
H 0.7364 -0.9007 0.8781 0.277
H 1.7928 1.0025 -0.7401 0.187
H -1.3122 -1.2983 -0.4007 0.262
H -1.0907 0.2660 -1.3557 0.261
H -0.0205 -1.6413 -2.6219 0.153
```